[1]
Below is a structure of composition C31H48KN4SSi4Te in a non-equilibrium geometry, with properties calculated with the ωB97M-V functional and the def2-TZVPD basis.

Geometry as XYZ:
```
90
Properties=species:S:1:pos:R:3:forces:R:3
K -0.26792 -0.56453 -1.44570 -0.2 -0.4 0.6
C -1.85447 0.83586 -4.43662 0.0 0.0 0.0
N -0.51399 0.38172 -4.09744 0.1 0.0 -0.1
C -0.12529 -0.74588 -4.94395 0.1 0.0 0.0
C 1.17159 -1.42014 -4.53732 0.1 0.0 -0.1
C 1.97316 -2.03641 -5.48950 0.0 0.1 0.0
C 3.17179 -2.60630 -5.07613 0.1 0.0 0.1
C 3.47378 -2.63755 -3.72872 -0.3 -0.5 -0.2
C 2.52195 -2.14443 -2.84022 1.1 1.6 -0.1
N 1.49115 -1.40247 -3.24935 -0.3 -0.5 -0.1
C 0.48809 1.44382 -4.17013 -0.1 0.1 -0.1
C 0.33410 2.51333 -3.11401 0.0 0.0 0.0
C 0.15758 3.84731 -3.44908 0.0 0.0 0.0
C 0.04563 4.78351 -2.42969 0.0 0.0 0.0
C 0.10932 4.35565 -1.11653 0.0 0.0 0.0
C 0.29083 2.99848 -0.87538 0.0 0.0 0.0
N 0.40478 2.10244 -1.84658 0.1 0.0 -0.1
C -2.55245 1.61949 -3.34429 0.0 0.1 0.0
C -3.23023 2.79747 -3.62666 0.0 0.0 0.0
C -3.89236 3.45274 -2.59861 0.0 0.0 0.0
C -3.84857 2.91851 -1.32288 0.0 0.0 0.0
C -3.14604 1.73568 -1.13305 0.0 0.1 0.0
N -2.52602 1.09712 -2.11839 0.1 -0.2 -0.1
H -2.46194 -0.05489 -4.61876 0.0 0.0 0.0
H -1.86184 1.42253 -5.37144 0.0 0.0 0.0
H -0.04585 -0.44849 -6.00388 -0.1 0.0 0.0
H -0.92131 -1.49312 -4.87832 0.0 0.0 0.0
H 1.69377 -2.01308 -6.53550 0.0 0.0 0.0
H 3.86336 -3.01194 -5.80418 0.0 0.0 0.0
H 4.37692 -3.09826 -3.35491 0.0 0.0 0.0
H 2.79677 -2.01757 -1.79970 -0.2 -0.5 0.1
H 0.48583 1.91132 -5.17041 0.0 0.0 0.0
H 1.46391 0.98113 -4.02040 0.0 0.0 0.0
H 0.09867 4.14135 -4.48945 0.0 0.0 0.0
H -0.09746 5.83127 -2.66407 0.0 0.0 0.0
H 0.01985 5.03987 -0.28395 0.0 0.0 0.0
H 0.33444 2.60605 0.13454 0.0 0.0 0.0
H -3.22127 3.20135 -4.63122 0.0 0.0 0.0
H -4.42389 4.37620 -2.79245 0.0 0.0 0.0
H -4.33544 3.39819 -0.48494 0.0 0.0 0.0
H -3.05868 1.28784 -0.14824 0.0 0.0 0.0
Te 0.78116 -4.56473 -1.66894 -0.2 -0.2 0.1
C 2.09690 -4.94382 -0.07023 0.0 0.1 -0.1
C 1.87632 -5.49843 1.15993 0.0 0.0 0.0
C 3.04124 -5.57346 1.97503 0.1 0.0 0.0
C 4.15263 -5.08033 1.36236 0.0 0.0 0.0
S 3.76432 -4.52851 -0.21659 0.0 0.0 0.0
H 0.89664 -5.82465 1.47716 0.0 0.0 0.0
H 3.04706 -5.97335 2.98062 0.0 0.0 0.0
H 5.15344 -5.01526 1.75816 0.0 0.0 0.0
C -1.10266 1.99241 4.99419 0.0 0.0 0.0
Si -1.43261 1.79642 3.13369 0.1 -0.1 0.0
C -3.33333 1.76648 3.01102 0.0 0.0 0.0
C -0.95930 3.49831 2.41369 0.0 0.0 0.0
Si -0.46526 0.02982 1.93772 -0.2 0.2 -0.1
Si -1.38875 -1.82215 3.02798 0.0 0.1 0.0
C -3.24255 -1.92155 2.63099 0.0 0.0 0.0
C -0.65180 -3.43128 2.39185 0.0 0.0 0.0
C -1.27318 -1.92552 4.92067 0.0 0.0 0.0
Si 1.79098 0.09809 2.53389 -0.1 0.0 0.0
C 2.67389 -1.49640 2.04135 0.0 0.0 0.0
C 2.66206 1.47068 1.54541 0.0 0.0 0.0
C 2.27442 0.42705 4.33934 0.0 0.0 0.0
H -1.67893 2.83611 5.39003 0.0 0.0 0.0
H -0.04687 2.17757 5.19836 0.0 0.0 0.0
H -1.38416 1.09677 5.54899 0.0 0.0 0.0
H -3.74154 2.76915 3.17566 0.0 0.0 0.0
H -3.76072 1.10547 3.76849 0.0 0.0 0.0
H -3.68006 1.40679 2.04016 0.0 0.0 0.0
H -1.29947 4.29686 3.08083 0.0 0.0 0.0
H -1.43720 3.64576 1.44040 0.0 0.0 0.0
H 0.11994 3.61021 2.27972 0.0 0.0 0.0
H -3.41150 -1.82209 1.55621 0.0 0.0 0.0
H -3.81433 -1.13770 3.13143 0.0 0.0 0.0
H -3.64228 -2.88940 2.94969 0.0 0.0 0.0
H -0.80214 -3.55530 1.31599 0.0 0.0 0.0
H -1.11854 -4.28221 2.90025 0.0 0.0 0.0
H 0.42372 -3.49132 2.56134 0.0 0.0 0.0
H -1.68638 -1.04214 5.40917 0.0 0.0 0.0
H -0.23322 -2.02438 5.24149 0.0 0.0 0.0
H -1.82453 -2.80071 5.28099 0.0 0.0 0.0
H 2.53801 -1.73522 0.98311 0.0 0.0 0.0
H 2.31597 -2.36347 2.59970 0.0 0.0 0.0
H 3.74880 -1.40497 2.22938 0.0 0.0 0.0
H 2.58304 1.28117 0.47116 0.0 0.0 0.0
H 3.72464 1.52088 1.80346 0.0 0.0 0.0
H 2.22477 2.45384 1.74107 0.0 0.0 0.0
H 1.78421 -0.27402 5.01816 0.0 0.0 0.0
H 1.99697 1.43558 4.65199 0.0 0.0 0.0
H 3.35791 0.32183 4.46097 0.0 0.0 0.0
```
Forces are in eV/Å.

Output
strongest force on any atom: 1.90 eV Å⁻¹
multiplicity: 1
energy above the lowest of the compared OMol25 structures with the same formula, charge and spin: 0.0 kcal/mol
HOMO level: -3.3489 eV
total charge: -1

Mulliken population analysis, charges in e, atoms 1 to 6: 0.961, -1.037, 0.642, -0.982, 0.544, -1.000

---

[2]
Below is a structure of composition C31H48LuO3P2 in a non-equilibrium geometry, with properties calculated with the ωB97M-V functional and the def2-TZVPD basis.

Geometry as XYZ:
```
85
Properties=species:S:1:pos:R:3:forces:R:3
Lu -1.53745 0.40400 0.61010 -0.5 -0.2 0.6
C -2.59472 2.59141 -0.01573 -0.4 -0.3 0.3
C -2.72917 1.89373 -1.24359 -0.1 0.1 0.3
C -3.91002 0.73051 0.35610 0.0 0.5 -0.2
C -3.32630 1.87418 0.99110 -0.1 0.0 -0.9
C -3.53123 0.74632 -1.01831 -0.1 0.1 0.6
C -1.86846 3.87847 0.19955 0.1 0.4 0.2
H -1.18593 4.11405 -0.62309 -0.2 0.0 0.1
H -1.27484 3.86533 1.12501 -0.1 0.1 -0.1
H -2.57504 4.71733 0.29137 0.2 -0.2 0.0
C -3.29727 2.14307 2.46107 -0.2 0.2 0.5
H -2.46669 2.80311 2.73475 -0.2 0.0 0.0
H -3.16454 1.23470 3.06270 -0.1 0.1 -0.1
H -4.23358 2.59955 2.80176 0.2 0.0 0.0
C -4.67355 -0.34706 1.04685 -0.3 -0.3 0.5
H -5.71282 -0.07495 1.27149 0.1 0.0 -0.3
H -4.21510 -0.57520 2.01495 -0.3 0.0 -0.1
H -4.66799 -1.28147 0.47352 -0.1 0.2 0.1
C -4.03392 -0.19446 -2.06306 -0.2 -0.4 -0.3
H -5.06565 0.04400 -2.36920 0.3 0.0 0.1
H -4.04950 -1.23228 -1.70585 0.0 0.2 -0.1
H -3.41962 -0.17054 -2.96905 -0.1 0.0 0.1
C -2.26935 2.37210 -2.57863 0.3 0.1 -0.5
H -3.06340 2.89502 -3.13850 0.2 -0.2 0.3
H -1.93411 1.54403 -3.21547 -0.1 0.1 0.1
H -1.42985 3.07089 -2.49393 -0.2 -0.1 0.0
C 5.89521 0.82237 -1.01041 -0.2 1.2 -0.4
C 5.57795 1.87322 -1.79966 0.6 -0.7 0.8
C 5.71877 1.97449 -3.28618 -0.1 -0.1 -0.4
C 5.81484 0.64314 -4.06302 0.2 0.6 -0.4
C 4.62553 -0.24391 -3.85924 -0.4 -1.0 0.6
C 4.40903 -1.15381 -2.88459 0.3 0.5 -1.1
C 5.32866 -1.52871 -1.76628 0.3 0.0 0.3
C 6.43764 -0.51295 -1.41340 0.1 -0.7 0.3
H 6.59199 2.59179 -3.55925 -0.2 -0.1 0.2
H 6.77804 0.15656 -3.87158 -0.4 0.1 -0.1
H 4.84375 2.52732 -3.66202 0.2 -0.1 0.0
H 7.19322 -0.47612 -2.20682 -0.3 0.1 0.4
H 5.81500 0.93539 0.07483 -0.2 0.2 -0.3
H 5.26958 2.80792 -1.32855 0.0 -0.2 0.1
H 6.94644 -0.91453 -0.52228 0.0 0.0 -0.4
H 4.71053 -1.68918 -0.86822 0.2 0.0 -0.1
H 3.50803 -1.76889 -2.93665 0.0 0.2 -0.1
H 5.81294 -2.49940 -1.96918 -0.3 0.2 0.0
H 5.81053 0.91348 -5.13123 0.2 -0.1 0.3
H 3.88171 -0.13551 -4.65417 -0.1 -0.1 0.4
P 0.93689 1.09982 -0.01555 0.1 -0.6 0.3
P -0.75186 -1.64715 -0.93906 0.5 0.2 0.9
C 1.83466 -0.46152 -0.49302 0.0 0.2 -0.1
C 1.01551 -1.76029 -0.27733 -0.6 -0.2 -0.3
H 2.76997 -0.47809 0.09467 -0.2 -0.1 -0.4
H 2.08603 -0.34615 -1.56275 0.1 -0.1 0.4
H 1.46886 -2.61642 -0.80815 0.1 0.3 0.4
H 0.93573 -2.01620 0.80025 0.0 0.1 -0.5
C -1.58471 -3.14490 -0.34918 0.0 -0.6 0.0
H -2.62645 -3.12420 -0.70529 0.3 -0.1 0.0
H -1.62999 -3.15760 0.75063 0.3 0.1 -0.5
H -1.08414 -4.05988 -0.69869 -0.3 0.2 0.0
C -0.65285 -1.73427 -2.72906 0.2 -0.1 -0.6
H 0.03027 -2.54045 -3.04562 -0.3 0.3 0.0
H -0.29989 -0.76558 -3.12028 0.0 -0.4 0.1
H -1.66385 -1.90010 -3.13315 0.4 0.0 0.1
C 1.55081 1.57983 1.63320 0.4 0.3 0.1
H 0.95380 2.43439 1.99748 0.3 -0.2 -0.2
H 2.60802 1.88177 1.54327 -0.3 -0.1 0.3
H 1.40935 0.77681 2.37930 0.2 0.2 -0.5
C 1.39619 2.37922 -1.17949 0.4 0.4 -0.5
H 0.89441 2.18530 -2.14128 0.3 0.0 0.3
H 2.48966 2.38479 -1.31501 -0.3 0.2 -0.1
H 1.03897 3.35567 -0.81789 0.2 -0.3 0.0
O -3.67345 -3.14456 2.60644 0.9 0.9 -0.4
C -3.29289 -2.74675 3.84670 0.4 0.5 0.1
C -3.92589 -3.39745 4.89438 0.1 0.1 0.4
C -3.63114 -3.04288 6.21166 -0.1 -0.2 -0.5
C -2.69684 -2.04644 6.50217 0.3 0.3 0.1
C -2.04851 -1.38898 5.47035 -0.5 -0.6 0.2
C -2.32775 -1.72116 4.14908 -0.5 -0.6 0.3
C -1.64237 -0.92825 3.15593 -0.1 0.5 -1.2
O -0.87544 0.04182 3.36729 -0.6 -0.8 -0.9
O -1.98690 -1.25179 1.91694 0.7 0.3 0.1
H -3.18717 -2.55896 1.96571 -0.4 -0.5 0.7
H -4.65098 -4.16851 4.62339 0.2 0.2 0.3
H -4.15067 -3.57043 7.00384 0.1 0.1 0.1
H -2.45660 -1.76235 7.51957 -0.2 -0.2 0.0
H -1.31812 -0.60662 5.61050 0.0 0.0 0.3
```
Forces are in eV/Å.

Output
strongest force on any atom: 1.34 eV Å⁻¹
multiplicity: 1
energy above the lowest of the compared OMol25 structures with the same formula, charge and spin: 0.0 kcal/mol
HOMO level: -10.8233 eV
total charge: +1

Mulliken population analysis, charges in e, atoms 1 to 6: 0.601, 0.387, 0.556, 0.774, -0.160, 0.511

---

[3]
Below is a cluster of 8 separate species, C31H48O24 in total in a non-equilibrium geometry, with properties calculated with the ωB97M-V functional and the def2-TZVPD basis.

Geometry as XYZ:
```
103
Properties=species:S:1:pos:R:3:forces:R:3
C -0.60371 0.85952 2.45846 -0.9 0.5 0.5
C -0.56407 2.17962 1.52845 -1.9 -3.6 -0.1
C -1.01196 1.61497 0.15586 0.2 -0.8 1.0
O -2.35494 2.10717 0.04043 1.4 -1.5 -2.0
C -2.63184 2.97269 0.94343 -3.8 2.9 2.1
O -3.75532 3.52913 0.95845 3.9 -1.3 0.6
O -1.61257 3.12882 1.87205 -0.4 -0.6 -1.1
H -0.33439 1.16092 3.47538 0.3 -0.4 0.0
H -0.03350 -0.08866 2.12826 -0.5 2.0 0.2
H -1.69113 0.51392 2.56442 1.3 0.7 -0.6
H 0.37327 2.65354 1.43162 0.9 0.7 0.4
H -1.02171 0.50256 0.11298 -0.2 0.8 0.2
H -0.31847 1.90327 -0.59891 -0.2 0.8 -1.1
C 4.01787 1.98280 -4.72492 0.8 -0.6 1.2
C 3.12274 1.92312 -3.43419 0.1 1.9 0.1
C 2.17690 3.17184 -3.23817 1.9 -1.8 2.0
O 1.03287 2.57772 -2.67193 -2.4 -0.1 -0.1
C 0.92485 1.26322 -2.96474 2.2 0.8 0.4
O 0.07160 0.48643 -2.70795 -1.2 0.3 -0.1
O 2.11080 0.88331 -3.45946 1.6 -0.7 -1.2
H 4.58255 1.04809 -4.79680 0.0 0.0 0.3
H 4.82431 2.79511 -4.82540 -1.7 -0.8 0.6
H 3.39076 1.94386 -5.57885 -0.7 0.5 -0.9
H 3.74741 1.83058 -2.51937 -0.4 -0.4 -0.6
H 2.02268 3.64129 -4.15119 -0.8 1.0 -1.7
H 2.52896 3.85188 -2.46474 0.2 0.2 -0.3
C 7.73861 -0.18041 1.11181 0.7 -0.3 -0.3
C 7.47310 -1.41333 0.17314 0.2 0.3 1.1
C 6.32358 -2.28239 0.75506 0.5 2.3 -1.3
O 5.26731 -1.66138 -0.02832 -2.4 -1.5 1.4
C 5.68115 -1.06657 -1.14171 -2.5 2.3 -0.8
O 4.97581 -0.50184 -1.97507 0.9 -1.6 1.4
O 6.94998 -0.94068 -1.10132 3.4 -0.2 0.1
H 8.74000 0.30524 0.95117 -1.2 -0.3 -0.3
H 7.80670 -0.54908 2.15342 -0.3 0.2 -0.5
H 6.89552 0.56740 1.01235 1.0 -0.8 0.1
H 8.28526 -2.08502 -0.11224 0.4 0.6 0.5
H 6.18700 -2.31777 1.84358 -0.4 1.1 -0.4
H 6.43889 -3.28920 0.51934 -0.1 -1.8 -1.1
C -3.13113 -2.05796 5.99032 0.8 -0.4 1.0
C -1.63024 -2.36972 5.59758 -4.8 -1.3 -1.0
C -1.22556 -1.76789 4.28924 -0.3 -1.2 0.0
O 0.07650 -1.41501 4.52846 2.4 1.0 -0.2
C 0.23578 -1.35045 5.84136 5.0 3.0 -0.2
O 1.20599 -0.84723 6.35970 -0.6 -0.6 -0.2
O -0.76552 -1.81952 6.43864 -0.6 0.7 5.3
H -3.34462 -0.98813 5.91076 -0.1 -0.2 -1.0
H -3.35666 -2.15935 7.07265 0.7 -0.6 -0.4
H -3.82144 -2.75031 5.48354 0.2 0.8 -0.2
H -1.40058 -3.41816 5.64996 -0.5 -0.9 -0.4
H -1.76667 -0.92546 3.98789 -1.2 0.9 -0.5
H -1.07020 -2.50502 3.58141 -1.0 -1.4 -2.1
C -3.69160 0.67045 -2.24824 -0.1 1.9 0.9
C -4.66146 0.83513 -3.44675 2.4 0.8 0.5
C -4.16969 0.38138 -4.82743 1.5 2.0 -1.4
O -5.02868 -0.65943 -5.16684 1.0 -1.5 -2.1
C -5.92431 -0.83697 -4.26404 -4.0 -0.9 1.2
O -6.88522 -1.57829 -4.24809 1.6 0.1 -0.6
O -5.79567 0.06294 -3.30120 -0.9 0.1 1.8
H -4.08675 1.21544 -1.35218 -0.1 -0.5 -0.9
H -2.69344 1.13824 -2.31206 -0.5 0.1 -0.9
H -3.44684 -0.29788 -1.88229 -0.3 -1.3 -0.3
H -4.95590 1.88392 -3.49212 0.0 0.0 0.1
H -3.10838 0.03818 -4.89483 -0.9 0.2 0.3
H -4.32811 1.19790 -5.61722 0.4 -1.0 1.1
C 3.52453 0.89587 2.34056 1.6 -1.9 -3.2
C 3.80622 1.31689 0.84828 -2.6 -0.4 1.2
C 2.43607 1.29424 0.04438 3.2 0.8 0.5
O 2.22088 2.71235 0.01873 -3.0 1.0 -2.2
C 3.25975 3.49100 0.33715 -0.6 1.3 -0.2
O 3.43017 4.69015 0.25437 -1.2 -1.6 -0.4
O 4.10628 2.69189 0.84904 4.8 -1.0 1.5
H 4.44044 0.38002 2.56289 0.3 -0.2 1.2
H 2.71432 0.19725 2.39995 -0.4 -0.5 0.0
H 3.33374 1.69154 2.95598 -0.3 2.1 1.4
H 4.63316 0.75171 0.41428 -0.3 0.3 -0.1
H 1.70609 0.84531 0.65891 -1.0 -0.5 0.2
H 2.55449 0.77687 -0.92033 -0.4 0.7 0.1
C -6.83372 0.43425 -0.16056 -0.5 0.8 1.3
C -6.58143 -0.97104 0.42143 0.9 1.4 -2.5
C -5.38030 -1.68408 -0.28089 -0.9 -0.1 0.3
O -4.30343 -1.48596 0.70235 0.7 -0.5 -1.4
C -4.78237 -1.12927 1.89437 -1.2 0.2 0.1
O -4.20038 -1.10868 2.95436 -0.7 0.1 -1.7
O -6.08815 -0.79067 1.68937 0.2 -0.2 3.7
H -6.02208 1.17745 0.01955 -0.3 -0.9 -0.2
H -7.73753 0.91781 0.25419 0.4 -0.5 0.4
H -7.09558 0.39709 -1.17701 0.2 -0.3 -1.6
H -7.51949 -1.52993 0.36172 0.3 -0.2 0.5
H -5.21457 -1.30345 -1.31488 0.5 0.1 1.2
H -5.55265 -2.75908 -0.37259 0.1 0.0 0.2
C -1.63393 -2.49766 -0.22823 -0.5 0.0 0.5
O -0.62519 -2.87755 -1.15835 3.0 1.0 -1.0
C 0.57692 -2.20645 -1.22678 0.7 4.7 3.0
O 0.88013 -1.13482 -0.37261 -1.6 -6.7 -5.0
O 1.35916 -2.66945 -2.26177 -3.3 -0.4 2.4
C 2.60842 -2.06539 -2.48465 0.8 1.4 2.5
H -2.25371 -1.62815 -0.51222 0.9 -0.2 -0.1
H -1.26560 -2.41854 0.79407 0.3 0.4 -0.1
H -2.29781 -3.35226 -0.21271 -0.2 -0.2 -0.2
H 3.02828 -1.83649 -1.46566 -0.4 0.3 -1.2
H 2.45114 -1.18606 -3.09196 0.3 0.1 0.1
H 3.33131 -2.72520 -2.90736 -0.1 -0.9 -0.7
```
Forces are in eV/Å.

Output
strongest force on any atom: 8.51 eV Å⁻¹
multiplicity: 1
energy above the lowest of the compared OMol25 structures with the same formula, charge and spin: 11.5 kcal/mol
HOMO level: -10.3761 eV
structure (SMILES): C[C@H]1COC(=O)O1.C[C@H]1COC(=O)O1.C[C@H]1COC(=O)O1.C[C@H]1COC(=O)O1.C[C@H]1COC(=O)O1.C[C@H]1COC(=O)O1.C[C@H]1COC(=O)O1.COC(=O)OC

Mulliken population analysis, charges in e, atoms 1 to 6: -0.957, 0.656, 0.930, -0.283, 0.403, -0.655